Entry 1:
C44H71F17N11O3P3 | ωB97M-V/def2-TZVPD

Summary:
net charge = 0
gap between HOMO and LUMO = 7.10 eV
HOMO level = -7.9 eV
SMILES = FC(F)(F)C(F)(F)C(F)(F)C(F)(F)C(F)(F)C(F)(F)C(F)(F)C(F)(F)CCc1cccc2ncc(CCc3ccccc3)nc12.CN(C)P(=O)(N(C)C)N(C)C.CN(C)P(=O)(N(C)C)N(C)C.CN(C)P(=O)(N(C)C)N(C)C
LUMO level = -0.82 eV

XYZ file:
```
149
Properties=species:S:1:pos:R:3:forces:R:3
F 3.946750 2.483925 1.867905 -0.5 -1.2 -0.8
C 3.991679 1.219325 1.396702 0.9 -1.0 0.9
F 2.781535 0.602374 1.387916 1.1 1.3 0.0
F 4.783079 0.509187 2.271099 -1.0 0.7 -0.9
C 4.708026 1.102507 -0.034139 0.5 -0.5 1.8
F 4.421723 -0.162688 -0.477216 0.2 1.6 -0.1
F 6.059562 1.139147 0.248000 -1.5 0.4 -0.9
C 4.253242 2.240542 -1.015146 -1.1 0.2 -0.5
F 4.671049 3.485326 -0.648205 0.1 -1.7 -0.3
F 2.864287 2.277063 -0.928822 1.5 -0.2 0.0
C 4.544871 1.944463 -2.569544 -2.1 0.5 0.6
F 3.631020 0.982757 -2.927857 1.6 0.5 0.2
F 4.131645 3.094810 -3.214116 1.2 -1.3 0.5
C 6.032591 1.563920 -2.881154 1.5 0.7 0.2
F 6.808983 2.456004 -2.148795 -1.0 -0.8 -0.9
F 6.403430 0.317948 -2.450238 -1.0 1.1 -0.5
C 6.510257 1.710260 -4.376960 0.8 1.7 -0.3
F 6.440657 3.035403 -4.778462 -0.4 -1.5 0.7
F 7.868497 1.447068 -4.366125 -1.8 -0.4 -0.2
C 5.727717 0.891397 -5.460818 -0.3 -0.2 -1.7
F 6.352216 1.163054 -6.672912 -0.3 -0.3 1.5
F 4.435847 1.353197 -5.628321 1.5 -0.4 0.9
C 5.715161 -0.670253 -5.322520 0.4 -2.4 -0.5
F 4.874939 -1.156626 -4.336571 0.4 1.3 -0.7
F 5.177544 -1.144819 -6.531156 0.3 0.9 1.2
C 7.106352 -1.355631 -5.165355 0.8 0.5 -0.2
C 7.164370 -2.869914 -5.574965 1.0 -0.9 0.8
C 6.815642 -3.853516 -4.397501 -1.7 -0.4 0.2
C 5.435006 -4.143516 -4.157826 1.2 -0.8 1.2
C 5.038715 -5.070305 -3.069722 2.7 0.0 0.0
C 6.074736 -5.691172 -2.306109 -0.6 0.8 -0.9
C 7.526510 -5.430465 -2.518504 -2.8 0.0 -0.4
N 8.410413 -6.117392 -1.707256 1.7 2.1 -2.2
C 9.668137 -5.751556 -2.014870 0.2 -0.1 0.1
C 10.078636 -4.776854 -3.052168 -0.3 0.4 -0.2
C 11.590590 -4.430868 -3.255304 -0.2 -0.8 0.0
C 12.403240 -4.318891 -1.897654 0.0 0.7 0.2
C 13.217132 -2.994291 -1.784142 1.1 1.5 0.1
C 14.625409 -2.880679 -2.173917 -0.7 1.3 0.6
C 15.350364 -1.629925 -2.028374 -1.3 0.8 0.6
C 14.723193 -0.423072 -1.474674 -1.7 -2.9 -0.5
C 13.314982 -0.550580 -1.103621 1.2 -0.7 -0.6
C 12.577515 -1.798702 -1.261314 1.6 0.4 -0.3
N 9.195721 -4.155926 -3.855465 0.1 -1.6 2.0
C 7.883702 -4.492466 -3.574778 -1.0 0.3 -0.4
H 7.516432 -1.282067 -4.121589 -0.7 0.2 -0.9
H 7.828046 -0.770799 -5.802522 -0.7 -0.6 0.5
H 6.597996 -3.139124 -6.495272 0.2 0.4 0.8
H 8.245320 -3.087920 -5.806571 -1.1 0.4 0.1
H 4.622800 -3.666994 -4.758291 1.0 -0.4 0.5
H 3.981439 -5.307388 -2.817519 1.0 0.3 -0.4
H 5.758945 -6.408899 -1.512542 0.6 0.7 -0.7
H 10.486311 -6.236252 -1.423619 -0.8 0.5 -0.6
H 12.023222 -5.289815 -3.841724 -0.3 0.9 0.4
H 11.706926 -3.504981 -3.878999 -0.4 -0.9 0.6
H 11.667992 -4.292274 -1.044999 0.8 -0.2 -0.7
H 13.071234 -5.214475 -1.776373 -0.6 0.9 0.0
H 15.184433 -3.759026 -2.573998 -0.7 0.8 0.4
H 16.421276 -1.511204 -2.324597 -1.1 -0.6 0.2
H 15.283326 0.528191 -1.353153 -0.5 -0.9 -0.1
H 12.840559 0.367180 -0.684789 0.1 -1.0 -0.4
H 11.499046 -1.827647 -0.966518 1.1 0.0 -0.3
C -0.562644 3.055506 3.779413 -0.1 0.0 -0.5
N -0.493860 1.823939 4.548861 1.0 0.1 0.0
C 0.908340 1.570382 4.879292 0.0 -0.4 0.5
P -1.442147 0.387555 4.313633 -3.6 7.1 2.5
O -1.404306 -0.029381 5.779790 2.0 -3.4 -1.8
N -3.138597 0.783659 4.371156 -1.0 -0.3 0.0
C -3.627704 2.150965 4.394910 0.2 0.2 -0.6
C -3.939745 0.003955 5.316386 0.3 -0.2 0.1
N -1.455948 0.679834 2.564213 0.6 -3.4 -0.3
C -2.649472 0.291856 1.787640 -0.7 0.1 -0.1
C -0.336995 -0.086153 1.953277 0.6 0.4 -0.1
H -0.186507 2.945365 2.754374 0.0 0.0 -0.1
H 0.035852 3.835453 4.260221 0.1 -0.3 0.2
H -1.562298 3.475719 3.734338 -0.1 -0.3 -0.1
H 1.508717 1.361273 3.983795 0.1 0.1 0.0
H 1.009938 0.716841 5.554881 -0.2 0.0 -0.1
H 1.355311 2.427995 5.388390 -0.1 0.1 -0.1
H -3.252599 2.710349 5.260154 0.0 0.1 0.0
H -4.721049 2.173624 4.424058 0.1 -0.2 0.1
H -3.378281 2.679266 3.472907 0.2 0.1 0.1
H -3.841043 0.378191 6.343026 0.0 -0.1 0.0
H -3.651530 -1.047684 5.303863 0.1 0.1 0.1
H -4.999405 0.039482 5.042705 0.1 0.2 -0.2
H -2.964151 -0.731656 2.008944 -0.1 0.0 -0.1
H -2.449821 0.361706 0.713402 0.4 -0.1 0.1
H -3.489094 0.962120 1.955358 0.1 -0.1 0.2
H -0.499201 -1.164729 2.050774 0.0 0.0 -0.2
H 0.615233 0.146102 2.431950 -0.1 0.1 0.1
H -0.225006 0.156864 0.894992 -0.1 0.1 0.1
C -4.521614 5.367042 -1.839204 -0.1 0.0 -0.5
N -4.451215 4.164363 -1.025215 1.2 0.2 0.0
C -3.047354 3.924215 -0.690460 0.0 -0.3 0.5
P -5.401776 2.716074 -1.203497 -3.4 7.7 2.4
O -5.338381 2.400091 0.290443 1.9 -3.8 -1.5
N -7.091531 3.123741 -1.147304 -0.9 -0.5 -0.2
C -7.575533 4.491760 -1.171701 0.2 0.2 -0.6
C -7.883442 2.381976 -0.161223 0.2 -0.3 0.1
N -5.398629 2.983787 -2.960313 0.4 -3.6 -0.4
C -6.588208 2.594693 -3.743375 -0.5 0.1 -0.1
C -4.283283 2.198206 -3.554132 0.6 0.4 -0.1
H -4.148327 5.219602 -2.860303 0.0 0.1 -0.1
H -3.921634 6.163807 -1.388862 0.1 -0.3 0.2
H -5.520926 5.785715 -1.896845 -0.1 -0.3 -0.1
H -2.449626 3.682434 -1.579379 0.1 0.1 0.0
H -2.942552 3.096136 0.016500 -0.2 0.0 -0.1
H -2.599146 4.800402 -0.215077 -0.1 0.0 -0.1
H -7.189906 5.083042 -0.333101 0.0 0.1 0.0
H -8.668322 4.518869 -1.131680 0.1 -0.3 0.2
H -7.333774 4.983466 -2.116147 0.2 0.1 0.1
H -7.770267 2.795696 0.847871 0.0 -0.1 0.0
H -7.595293 1.330779 -0.138532 0.0 0.1 0.1
H -8.946192 2.404500 -0.416795 0.1 0.2 -0.2
H -6.914260 1.577479 -3.512377 -0.1 0.1 -0.1
H -6.372922 2.649881 -4.815102 0.4 -0.1 0.1
H -7.423024 3.274382 -3.591450 0.1 -0.1 0.3
H -4.456538 1.122701 -3.444585 0.0 0.0 -0.2
H -3.331446 2.427962 -3.071624 -0.1 0.1 0.1
H -4.162909 2.426901 -4.614378 -0.1 0.0 0.1
C -8.693220 -2.881390 2.900967 0.0 -0.2 0.5
N -8.824313 -1.453030 2.662980 1.2 -0.1 -0.2
C -7.503943 -0.928879 2.306288 -0.2 0.5 -0.3
P -9.828087 -0.326804 3.535028 -3.1 -6.5 -5.2
O -10.027971 0.546377 2.294937 1.8 3.2 2.7
N -11.481174 -0.882567 3.502853 -1.1 0.3 0.5
C -11.861867 -2.191394 3.004980 0.3 -0.4 0.5
C -12.466171 0.086195 3.015829 0.2 0.3 0.0
N -9.550417 -1.309663 4.991128 0.1 3.2 2.0
C -10.634192 -1.435958 5.985941 -0.5 -0.2 0.1
C -8.412543 -0.718746 5.747303 0.6 -0.3 -0.1
H -8.180053 -3.117122 3.841653 0.0 -0.1 0.0
H -8.118002 -3.347385 2.094873 0.1 0.3 -0.1
H -9.643137 -3.405717 2.888322 -0.1 0.2 0.2
H -6.795991 -0.998264 3.142677 0.2 -0.1 0.0
H -7.559465 0.120474 2.004256 -0.1 -0.1 0.1
H -7.077060 -1.475690 1.461409 -0.1 -0.1 0.0
H -11.571249 -2.337434 1.958109 0.0 -0.1 0.0
H -12.943623 -2.337624 3.080337 0.0 0.3 0.0
H -11.444352 -2.989302 3.621825 0.2 0.0 -0.1
H -12.484511 0.135240 1.920201 0.0 0.1 0.0
H -12.260651 1.084966 3.402017 0.1 0.0 -0.1
H -13.470270 -0.179678 3.360151 0.1 -0.2 0.1
H -11.055538 -0.464465 6.256193 -0.1 -0.1 0.1
H -10.260068 -1.912032 6.897717 0.4 0.2 -0.1
H -11.436809 -2.083924 5.642592 0.0 0.2 -0.3
H -8.669091 0.272345 6.134838 0.0 -0.1 0.2
H -7.529078 -0.605474 5.116175 -0.1 0.0 -0.1
H -8.123089 -1.357231 6.583613 -0.1 0.0 -0.1
```
Positions in Å, forces in eV/Å.

Entry 2:
C44H72O25 | ωB97M-V/def2-TZVPD

Summary:
net charge = 0
gap between HOMO and LUMO = 10.11 eV
HOMO level = -9.7 eV
SMILES = CCOC(=O)OC.CCOC(=O)OC.CCOC(=O)OC.O=C1CCCO1.O=C1CCCO1.O=C1CCCO1.O=C1CCCO1.O=C1CCCO1.O=C1CCCO1.O=C1CCCO1.O=C1CCCO1
LUMO level = 0.37 eV

XYZ file:
```
141
Properties=species:S:1:pos:R:3:forces:R:3
C 15.268961 9.278655 18.817250 0.4 0.9 1.8
C 14.092624 10.111018 19.559928 2.7 -1.5 0.1
O 13.138652 10.444334 18.628660 -2.5 0.0 -1.0
C 12.003076 9.718390 18.777664 -0.7 0.6 -1.2
O 11.821634 8.769710 19.495274 0.3 0.1 0.1
O 11.065766 10.234365 17.962597 -0.4 -1.3 0.0
C 9.826032 9.408616 17.873026 -0.3 1.4 0.3
H 15.003329 8.358766 18.280617 -0.4 0.3 0.4
H 16.093722 9.035874 19.563538 -1.1 0.1 -0.7
H 15.749917 9.955594 18.105286 -0.3 0.0 0.0
H 14.532063 11.063384 19.921000 -0.3 -0.8 0.0
H 13.523578 9.553963 20.321555 1.2 0.1 0.3
H 9.313861 9.775036 16.957649 0.5 -0.4 0.6
H 9.201252 9.666618 18.752195 0.3 -0.2 -0.4
H 9.987653 8.325975 17.880276 0.4 0.4 -0.2
C 11.679576 11.647311 21.930707 0.6 1.0 0.3
C 11.716930 13.152482 21.686757 0.3 -0.1 0.2
O 12.495043 13.385106 20.464706 -0.1 -0.7 0.1
C 12.385063 14.601604 19.964314 1.5 0.1 0.4
O 11.784453 15.488799 20.514272 -0.5 0.5 -0.6
O 13.145250 14.814023 18.878642 -0.8 0.6 0.5
C 13.897284 13.782916 18.228602 -0.9 -0.4 -0.5
H 11.060245 11.458495 22.818211 0.0 -0.2 -0.5
H 12.686854 11.305117 22.171814 0.1 0.0 0.1
H 11.397003 11.146201 21.021892 -0.6 -0.4 -0.1
H 12.190433 13.661679 22.547704 -0.1 0.0 -0.6
H 10.748961 13.599472 21.486712 -0.2 -0.2 0.3
H 13.389170 12.815953 18.345844 0.5 0.2 0.1
H 14.921580 13.787814 18.565525 0.1 -0.1 0.2
H 13.862992 14.049264 17.174755 0.2 0.0 0.0
C 9.637568 13.651881 10.371909 0.0 -0.8 -0.1
C 9.884691 12.248158 10.970660 0.0 0.5 -0.5
O 9.891686 12.401512 12.392774 0.5 0.2 1.2
C 9.857259 11.333571 13.241321 0.2 0.9 -1.2
O 9.748023 10.214861 12.844964 0.0 -0.6 0.5
O 9.973045 11.700199 14.534554 -0.1 -1.8 -1.5
C 10.037468 13.048632 14.836292 -0.2 2.2 0.6
H 10.529965 14.239159 10.096056 -0.3 -0.5 0.3
H 9.067865 14.189430 11.119578 -0.2 0.3 -0.1
H 9.021173 13.472750 9.478959 0.2 0.5 0.2
H 10.795464 11.813174 10.552303 0.2 -0.1 0.6
H 9.073908 11.594485 10.692868 -0.3 -0.3 0.0
H 9.991274 13.087722 15.916075 0.3 0.1 0.2
H 9.157455 13.600502 14.494056 0.1 -0.1 -0.2
H 10.935014 13.589959 14.470845 -0.4 -0.6 0.1
O 8.665544 8.585750 25.304284 -0.1 -0.1 0.6
C 9.327467 8.408933 24.330475 -0.6 0.8 -0.4
C 10.575380 7.615550 24.121958 0.6 0.9 0.6
C 11.083955 8.163867 22.824476 0.2 0.1 -1.1
C 9.806482 8.526525 22.097235 0.0 0.0 0.4
O 8.969786 8.977062 23.147226 -0.7 0.4 0.6
H 11.290834 7.810639 24.939144 -0.6 -0.7 -0.1
H 10.241442 6.604568 23.987421 0.2 -0.8 0.4
H 11.657182 9.071621 22.966167 0.3 0.1 0.1
H 11.650457 7.444972 22.261898 0.5 -0.2 -0.3
H 9.849764 9.303732 21.356328 0.3 0.3 -0.2
H 9.313223 7.672565 21.675028 -0.1 -0.7 -0.5
O 11.529990 19.190929 20.990669 0.0 -0.2 0.2
C 10.884637 18.386736 21.612892 0.6 0.2 0.2
C 11.353442 17.542202 22.806702 -0.3 -0.1 0.0
C 10.051101 16.979434 23.390539 -0.6 0.0 -0.9
C 9.122331 17.021877 22.156245 -0.9 1.5 0.4
O 9.607645 18.119297 21.302512 0.0 -1.0 0.5
H 12.041512 16.795334 22.390900 -0.4 0.0 0.3
H 11.889313 18.131543 23.544840 0.1 0.2 -0.2
H 10.051671 15.967991 23.772651 0.5 -0.3 0.1
H 9.646695 17.596252 24.196682 0.2 0.2 -0.2
H 9.079148 16.105010 21.595506 0.3 -0.3 -0.2
H 8.086181 17.336556 22.384615 0.5 -0.4 0.1
O 9.354886 16.201342 14.943407 1.1 0.0 0.4
C 10.369822 16.732025 15.344099 -1.0 0.3 -0.5
C 10.831166 18.149496 14.957335 1.0 -0.9 0.0
C 12.234715 18.208642 15.591736 -0.2 -0.8 1.3
C 12.129245 17.178785 16.777362 0.0 -0.1 -2.6
O 11.175562 16.183769 16.288703 -0.4 0.8 -0.2
H 10.918395 18.337107 13.889553 -0.3 -0.6 -0.2
H 10.027430 18.808810 15.276999 0.4 0.3 0.6
H 13.042373 17.878183 14.917763 -0.6 0.2 0.0
H 12.498486 19.163707 15.998851 0.2 0.6 0.1
H 13.016918 16.632269 16.975246 0.9 -0.3 0.0
H 11.825335 17.620260 17.682665 -1.0 0.5 1.1
O 10.849603 13.275308 26.312623 -0.4 -0.1 -0.5
C 9.905334 13.040615 25.607395 0.1 0.2 1.0
C 8.557505 13.786259 25.561262 1.2 0.3 -0.1
C 8.054111 13.367102 24.212325 -2.0 -0.5 -0.4
C 8.583999 11.949224 24.093182 -0.5 -0.6 -0.1
O 9.847760 11.962299 24.783328 0.3 0.4 -0.1
H 7.946094 13.271287 26.292454 -0.2 0.1 0.5
H 8.665447 14.864091 25.818349 -0.1 -0.9 -0.3
H 6.937419 13.344273 24.155876 0.8 0.1 0.0
H 8.388307 13.921150 23.355160 0.4 0.7 -0.2
H 7.946063 11.206446 24.624866 0.3 0.4 -0.5
H 8.722567 11.672333 23.032151 0.0 -0.1 0.7
O 14.016285 13.680354 24.087436 1.7 -0.3 -0.7
C 14.801572 13.262063 23.254580 -3.4 -0.4 1.0
C 15.476057 11.880152 23.221864 0.5 1.4 1.1
C 16.364166 12.076668 22.042525 1.3 -0.9 -0.6
C 15.683311 13.114564 21.168224 0.2 -0.4 -0.2
O 14.881219 13.875796 22.047529 0.2 0.2 0.9
H 15.899846 11.655701 24.231027 0.0 0.2 -1.0
H 14.794011 11.102890 22.971930 -1.2 -0.4 0.1
H 17.306812 12.483314 22.345280 0.7 0.3 0.3
H 16.605097 11.150699 21.514145 -0.2 0.1 -0.1
H 16.438361 13.792675 20.791169 -0.2 0.0 -0.7
H 15.033566 12.660651 20.403279 0.5 0.6 0.2
O 15.640914 17.208597 17.892068 0.0 0.2 -0.7
C 15.499030 17.499851 19.040892 1.6 -1.9 -0.4
C 14.433662 18.187360 19.708678 -2.6 1.4 0.3
C 14.507618 17.719461 21.143000 -0.9 -0.5 0.1
C 15.934772 17.346608 21.271259 0.9 0.2 1.2
O 16.432016 17.116001 19.961856 0.1 -0.7 -0.3
H 14.653080 19.260805 19.530194 -0.4 -0.3 0.4
H 13.435653 17.924996 19.300769 0.7 0.5 -0.1
H 14.185039 18.420638 21.895615 -0.1 0.4 0.1
H 13.896584 16.824053 21.272833 -0.2 0.1 -0.2
H 16.445938 18.215788 21.636204 0.7 0.4 0.5
H 16.098868 16.500785 21.963941 0.2 0.2 -0.7
O 8.588035 12.184770 20.615150 0.2 0.0 -0.1
C 8.634433 13.094773 19.835333 -0.3 0.3 -0.5
C 8.902292 13.088483 18.332523 0.9 0.7 0.7
C 9.214923 14.574465 18.065097 0.3 -0.8 0.1
C 8.397299 15.288948 19.117817 0.1 -0.4 -0.7
O 8.382799 14.373740 20.221007 -0.4 -0.3 0.5
H 9.670240 12.358208 18.059360 -0.1 0.2 0.2
H 8.000172 12.821459 17.845948 -1.1 -0.5 -0.5
H 10.268709 14.759042 18.243250 0.2 0.0 0.1
H 9.011261 14.923541 17.072593 -0.2 0.0 -0.5
H 8.935052 16.158823 19.435164 -0.1 0.7 0.3
H 7.380822 15.538074 18.750236 0.4 -0.2 0.5
O 16.416730 12.363200 17.048495 1.2 0.4 -0.2
C 17.487814 12.723645 17.477005 -0.8 -0.6 0.2
C 18.790116 13.138202 16.810974 0.9 -0.6 -0.1
C 19.815174 13.181407 17.946392 -0.9 1.4 0.4
C 18.904382 13.429526 19.150672 0.8 -2.0 0.5
O 17.671176 12.769628 18.823181 -0.1 0.4 0.0
H 19.153433 12.445584 16.061910 -0.6 -0.3 -0.3
H 18.696784 14.081678 16.305973 -0.3 0.6 -0.1
H 20.419582 12.304207 18.066310 0.0 -0.7 -0.1
H 20.490391 14.016246 17.913905 0.4 0.4 -0.5
H 19.330867 12.865421 20.004607 -0.5 0.7 -0.1
H 18.734130 14.472872 19.372177 -0.1 0.3 0.1
```
Positions in Å, forces in eV/Å.

no.,E_tot (eV)
1,-143367.50846
2,-97984.71415